{
  "formula": "C30H39BrN4O4PS2W",
  "method": "the ωB97M-V functional and the def2-TZVPD basis",
  "s2": 0.76,
  "total_charge": 2,
  "homo_energy_ev": [-13.6, -14.1],
  "relative_energy_kcal_mol": 113.6,
  "spin_multiplicity": 2,
  "mol_weight_g_mol": 878.52,
  "gap_ha": [0.2435, 0.2604],
  "symbols": ["W", "C", "N", "C", "C", "C", "N", "C", "C", "C", "C", "C", "C", "C", "O", "C", "C", "C", "N", "C", "C", "C", "C", "C", "C", "C", "O", "H", "H", "H", "H", "H", "H", "H", "H", "H", "H", "H", "H", "H", "H", "H", "H", "H", "H", "H", "H", "H", "H", "H", "H", "H", "C", "C", "O", "P", "S", "S", "O", "C", "C", "H", "H", "H", "H", "H", "H", "H", "H", "H", "H", "Br", "C", "C", "C", "C", "C", "N", "H", "H", "H", "H"],
  "positions_angstrom": [[0.58411, -0.51575, 0.60263], [2.90541, -2.72030, 1.49548], [2.30457, -1.44349, 1.96628], [1.80855, -1.66150, 3.37948], [0.38901, -2.18090, 3.56056], [-0.18391, -3.00859, 2.44173], [-0.47001, -2.26943, 1.16270], [-0.94365, -3.13859, 0.29019], [-2.01338, -3.01923, -0.63264], [-2.31216, -4.15009, -1.42116], [-3.46131, -4.20622, -2.17042], [-4.35313, -3.13521, -2.11291], [-4.10286, -2.00998, -1.34209], [-2.92750, -1.94256, -0.61887], [-2.58445, -0.92843, 0.20200], [3.42885, -0.46380, 2.15155], [4.29220, -0.14321, 0.94481], [3.57252, 0.56479, -0.21112], [2.24921, 1.06062, 0.22237], [2.18336, 2.33657, 0.34064], [1.04964, 3.10078, 0.85330], [0.48937, 4.15406, 0.26312], [-0.82031, 4.53117, 0.92022], [-1.91531, 3.03105, 2.82293], [-1.73843, 1.71787, 2.72735], [-0.47246, 1.41113, 1.97777], [0.31823, 0.32814, 2.35367], [3.64083, -3.06206, 2.22680], [3.40589, -2.58173, 0.54438], [2.14572, -3.48405, 1.37382], [1.89046, -0.70844, 3.89379], [2.52570, -2.34483, 3.83930], [-0.28570, -1.35359, 3.76274], [0.37942, -2.81459, 4.44880], [-1.14948, -3.38205, 2.78360], [0.42571, -3.89026, 2.22285], [-0.54752, -4.15771, 0.35742], [-1.62307, -4.98613, -1.40880], [-3.69180, -5.07529, -2.76924], [-5.27667, -3.18615, -2.67592], [-4.81724, -1.19976, -1.30082], [4.07839, -0.87446, 2.93069], [2.98273, 0.44499, 2.55205], [4.81371, -1.02240, 0.56864], [5.07002, 0.51667, 1.33373], [3.42728, -0.09893, -1.05520], [4.17023, 1.40785, -0.55822], [3.05529, 2.91522, 0.03361], [0.83062, 4.62274, -0.65229], [-0.90134, 5.60875, 1.05424], [-2.78699, 3.50615, 3.25180], [-2.42803, 0.94913, 3.04382], [-2.27308, -1.59107, -4.53757], [-1.09423, -0.79720, -4.05043], [-0.83160, -1.17194, -2.64970], [0.35598, -0.54415, -1.81811], [1.71950, -1.87552, -1.22266], [-3.31498, 0.56844, 0.12548], [0.97114, 0.55975, -2.76587], [0.75256, 1.99932, -2.69297], [2.02466, 2.69053, -3.10465], [-2.43393, -1.36600, -5.59202], [-3.17665, -1.33262, -3.98818], [-2.08893, -2.66016, -4.43985], [-1.29014, 0.27404, -4.08224], [-0.19527, -1.00935, -4.62645], [0.44024, 2.25768, -1.68142], [-0.06263, 2.23397, -3.37930], [2.84903, 2.43304, -2.43937], [1.87581, 3.77108, -3.08136], [2.30666, 2.41252, -4.11872], [1.54219, 2.65812, 3.61596], [0.31927, 2.72848, 2.09651], [-0.73764, 3.81669, 2.30437], [-1.94579, 4.09181, 0.01749], [-2.26378, 2.88264, -0.43403], [-1.75288, 1.46574, -0.28390], [-0.67180, 1.02556, 0.56182], [-0.40528, 4.55345, 3.03411], [-2.58550, 4.89264, -0.33618], [-3.12077, 2.86153, -1.10534], [-1.52243, 1.12301, -1.29661]],
  "forces_ev_per_angstrom": [[0.267, 0.927, 0.346], [-0.012, 0.048, 0.028], [-0.034, -0.010, -0.071], [0.034, 0.006, 0.006], [0.016, 0.034, -0.006], [-0.030, -0.077, -0.036], [0.282, -0.267, 0.180], [-0.201, -0.015, -0.188], [0.158, 0.007, -0.052], [-0.025, -0.058, -0.073], [0.073, -0.006, 0.039], [-0.067, 0.031, -0.013], [-0.035, -0.003, -0.030], [0.107, 0.015, 0.031], [-0.111, -0.042, -0.019], [0.013, -0.030, -0.014], [0.003, -0.001, 0.012], [-0.010, 0.036, 0.008], [0.019, -0.088, -0.114], [-0.096, 0.016, 0.009], [0.089, -0.070, -0.026], [-0.032, 0.009, 0.035], [0.030, 0.016, 0.013], [0.036, 0.000, -0.016], [-0.014, -0.026, 0.025], [-0.228, 0.063, -0.178], [-0.006, -0.242, -0.109], [-0.001, -0.019, -0.006], [0.019, -0.011, 0.002], [-0.005, -0.013, -0.011], [-0.028, 0.000, 0.010], [-0.003, 0.010, 0.015], [0.005, -0.003, -0.001], [0.005, -0.006, 0.003], [0.002, -0.011, -0.001], [0.008, 0.001, -0.001], [-0.165, -0.043, 0.206], [-0.012, -0.007, -0.006], [0.011, -0.008, 0.005], [-0.003, 0.015, 0.005], [0.000, 0.000, 0.000], [-0.004, -0.007, -0.004], [0.007, 0.006, -0.009], [0.008, -0.007, 0.020], [0.002, 0.007, -0.017], [0.014, -0.014, -0.009], [0.002, -0.008, -0.003], [-0.016, 0.023, -0.001], [0.000, -0.001, -0.005], [0.009, 0.002, -0.003], [-0.006, 0.001, -0.006], [-0.007, 0.009, 0.003], [-0.008, -0.022, 0.011], [0.097, -0.081, -0.025], [-0.139, 0.228, 0.043], [0.002, -0.168, -0.090], [-0.244, 0.014, -0.126], [0.055, 0.030, 0.067], [0.218, 0.007, 0.152], [-0.121, -0.072, -0.078], [0.005, 0.029, 0.004], [-0.007, 0.001, -0.002], [0.011, 0.005, -0.009], [0.006, 0.005, -0.009], [-0.004, 0.005, -0.002], [0.003, -0.005, -0.004], [0.038, 0.007, 0.015], [-0.007, 0.009, 0.008], [-0.006, 0.006, 0.000], [0.014, 0.001, -0.004], [-0.014, -0.010, -0.003], [-0.007, 0.009, 0.001], [0.037, 0.030, 0.005], [-0.015, 0.009, -0.020], [-0.026, 0.000, 0.010], [0.021, -0.022, -0.030], [-0.039, 0.017, -0.080], [0.034, -0.249, 0.183], [0.004, -0.012, 0.013], [0.003, -0.001, -0.006], [0.000, 0.021, -0.004], [0.023, 0.015, 0.001]],
  "mulliken_spin": [0.822, 0.009, 0.008, 0.006, -0.004, 0.000, 0.014, 0.006, 0.003, 0.003, 0.000, 0.002, -0.002, -0.008, -0.014, 0.001, -0.001, 0.011, -0.038, 0.043, 0.024, 0.019, 0.002, 0.000, 0.002, 0.024, 0.047, 0.001, -0.001, -0.003, 0.004, 0.000, 0.000, -0.001, -0.001, 0.000, -0.002, 0.000, 0.000, 0.000, 0.000, -0.002, -0.002, 0.000, 0.000, -0.002, 0.002, -0.005, -0.002, 0.001, 0.000, 0.000, -0.001, 0.000, -0.019, 0.014, 0.045, 0.002, -0.004, -0.006, 0.000, 0.000, 0.000, 0.000, 0.000, 0.000, 0.006, 0.001, -0.001, 0.000, 0.000, 0.001, -0.024, -0.001, 0.002, -0.001, 0.004, 0.026, 0.000, 0.000, 0.000, -0.008]
}